[1]
Molecular formula: C3H5NOS2
Method: DFT, ωB97M-V/def2-TZVPD

XYZ file:
```
12
Properties=species:S:1:pos:R:3:forces:R:3
N -0.171120 -1.447066 -0.593974 0.183 2.820 -0.151
H -2.260607 0.919015 0.070540 -0.526 -2.961 -2.429
H 1.194378 -2.637371 -0.362275 0.840 3.731 -0.031
C 1.259001 1.102145 1.023030 2.386 1.028 -3.932
C -0.613922 -0.216077 -0.668396 0.400 -0.703 0.499
S 0.149318 1.486442 -0.377201 -0.419 -2.833 0.073
O 1.225153 -1.568196 -0.396210 -1.550 -4.018 -0.154
H 1.978772 0.274968 0.671850 -0.893 1.738 0.917
S -3.193645 -0.959547 -1.631182 1.991 1.773 1.794
C -2.090045 -0.076136 -0.723061 -1.549 1.342 0.707
H 0.878976 0.969388 1.955740 -1.726 -0.875 2.378
H 1.643741 2.152434 1.031138 0.863 -1.042 0.328
```
Positions in Å, forces in eV/Å.

Properties
Orbital gap   7.8503 eV
Charge   0
Molar mass   135.21 g/mol
HOMO energy   -8.9 eV
Structure (SMILES)   CS/C(C=S)=N\O
Energy relative to the best compared isomer or geometry (same formula, charge and spin)   4.491 eV

natural (NBO) atomic charge list, values in e, 5 entries: atom 1 (N): -0.10, atom 2 (H): 0.23, atom 3 (H): 0.50, atom 4 (C): -0.72, atom 5 (C): -0.02

---

[2]
Molecular formula: C23H17IrN4O8SSe
Method: DFT, ωB97M-V/def2-TZVPD

XYZ file:
```
55
Properties=species:S:1:pos:R:3:forces:R:3
H -2.194557 0.189772 -2.237432 0.021 0.109 0.010
O -2.822810 2.442801 -0.754066 0.083 0.018 0.062
C -5.129815 1.065314 0.392817 0.018 0.008 -0.032
H 4.823889 1.423947 -0.740752 -0.001 0.003 0.003
C -3.863771 0.532599 0.160021 0.104 -0.118 -0.149
C -0.754198 -2.183747 3.600176 -0.008 0.034 0.035
O 0.278605 -2.310294 -0.517902 0.463 -0.006 -0.277
C 4.105691 0.826290 -0.197692 0.069 0.006 -0.002
C 1.563450 -2.261651 3.022854 -0.076 0.035 0.053
C -6.031202 -1.145180 0.535454 -0.019 -0.032 -0.014
H -1.595367 -2.474505 4.213168 0.008 0.007 0.007
C 0.810115 3.945609 -2.601893 -0.073 0.055 -0.027
N 0.062885 -0.898209 1.776625 0.090 -0.123 -0.639
H 3.921935 2.812850 -1.973918 0.005 0.012 -0.018
C 4.616176 -0.118411 0.678469 -0.207 0.048 0.004
H -1.089599 -0.926890 -2.790444 -0.020 -0.037 0.091
H 2.753276 4.557584 -3.293977 -0.003 0.006 0.007
H -0.693996 0.678027 -2.779298 -0.033 0.024 -0.004
H -4.659486 -2.756402 0.207473 0.015 -0.004 0.005
H 4.121964 -1.610115 2.095847 0.009 0.001 -0.008
H -1.902431 -0.846781 2.358594 -0.010 -0.058 -0.038
H 2.571674 -2.611615 3.184752 -0.003 -0.011 -0.013
H -5.239028 2.142254 0.408276 0.011 -0.001 -0.007
N 1.883549 0.228424 0.376206 0.396 0.214 -0.425
C -4.786099 -1.682618 0.275916 -0.038 0.081 0.036
O 2.226301 -3.298945 -2.232385 -0.267 -0.029 0.123
H -7.190969 0.649224 0.805244 -0.002 0.002 -0.009
C 3.715919 -0.894694 1.394264 0.111 -0.022 0.083
C -6.212685 0.234691 0.601150 -0.004 -0.001 0.010
C 0.138929 3.026820 -1.812335 0.071 -0.118 0.069
C 2.190933 3.866502 -2.679064 0.022 -0.014 0.005
C 0.514980 -2.703016 3.806956 0.026 -0.011 0.018
O 1.220761 -0.731455 -2.141758 0.280 -0.048 -0.117
Ir -0.357984 -0.286858 -0.422405 -1.734 -1.800 2.218
C -0.937478 -1.287732 2.566092 -0.030 0.183 -0.030
C 2.095401 2.008714 -1.181259 -0.025 -0.046 0.047
Se 0.922845 -2.382229 -2.105261 0.008 0.530 -0.157
C -3.674780 -0.847639 0.095284 0.081 -0.060 0.066
O -0.313929 -2.671003 -3.123653 0.203 0.016 0.149
S -2.167071 -1.711890 -0.222382 -0.354 -0.219 -0.177
N -1.204931 -0.038430 -2.269010 0.232 0.319 -0.530
C -2.699560 1.430764 -0.091084 -0.241 0.010 0.125
C 2.733562 0.973597 -0.324285 -0.096 -0.040 0.102
C 2.362152 -0.688651 1.214167 -0.270 0.095 -0.019
C 2.845803 2.892707 -1.949923 0.004 0.001 -0.007
H -0.938738 3.054791 -1.701646 -0.033 0.011 0.004
H 0.690241 -3.431670 4.588061 -0.002 0.002 -0.001
O -1.584446 1.033115 0.483525 0.655 0.568 -0.303
O 6.455376 -1.020076 1.829213 -0.051 0.002 0.008
H 0.253531 4.703182 -3.136752 0.012 0.002 -0.010
O 6.837189 0.435125 0.137002 -0.055 0.054 0.017
C 6.138041 -0.250833 0.903812 0.239 -0.105 -0.018
H -6.874561 -1.809612 0.678435 -0.002 0.006 0.009
C 1.300928 -1.340232 2.018778 0.211 0.129 -0.026
N 0.763363 2.066670 -1.128066 0.212 0.313 -0.312
```
Positions in Å, forces in eV/Å.

Properties
Orbital gap (alpha / beta)   7.1053 / 6.3884 eV
Charge   -1
Molar mass   780.65 g/mol
HOMO energy (alpha / beta)   -5.5 / -5.5 eV
Multiplicity   2
Energy relative to the best compared isomer or geometry (same formula, charge and spin)   1.096 eV
<S²>   0.756

natural (NBO) atomic charge list, values in e, 5 entries: atom 1 (H): 0.40, atom 2 (O): -0.62, atom 3 (C): -0.15, atom 4 (H): 0.25, atom 5 (C): -0.24

---

[3]
Molecular formula: C2H3IO2S
Method: DFT, ωB97M-V/def2-TZVPD

XYZ file:
```
9
Properties=species:S:1:pos:R:3:forces:R:3
H -2.000146 0.781492 0.943468 -0.033 0.032 0.035
O 0.515672 -0.453275 1.284822 1.081 0.364 0.334
C 2.035496 -0.260511 -0.302078 -1.969 -0.605 -0.529
C -1.680729 0.301866 0.022649 0.531 -0.544 0.228
O 1.416004 -0.626905 -1.219693 1.132 0.433 0.282
H -1.159512 1.009373 -0.613335 0.061 0.098 -0.119
S -0.552850 -1.074496 0.452500 -1.852 -0.159 -0.163
I 3.954662 0.453104 -0.071082 1.183 0.404 0.039
H -2.528597 -0.130649 -0.497255 -0.135 -0.024 -0.107
```
Positions in Å, forces in eV/Å.

Properties
Orbital gap (alpha / beta)   6.7972 / 7.7140 eV
Charge   0
Molar mass   218.02 g/mol
HOMO energy (alpha / beta)   -7.9 / -8.5 eV
Energy relative to the best compared isomer or geometry (same formula, charge and spin)   1.230 eV

natural (NBO) atomic charge list, values in e, 5 entries: atom 1 (H): 0.23, atom 2 (O): -0.80, atom 3 (C): 0.40, atom 4 (C): -0.82, atom 5 (O): -0.52

---

[4]
Molecular formula: C4H11NOS
Method: DFT, ωB97M-V/def2-TZVPD

XYZ file:
```
18
Properties=species:S:1:pos:R:3:forces:R:3
H 0.708186 1.464730 0.700658 0.385 0.249 -0.164
H 2.442681 -0.153901 -1.528009 -2.190 -0.052 -0.184
C 0.015489 -0.580740 0.695570 -0.864 -0.219 -2.166
H -0.958275 -1.078085 0.883055 0.531 -0.125 -0.003
C -0.183294 0.881463 0.560148 -2.727 2.725 -0.957
S -3.489956 -0.335242 -0.318995 1.303 -2.326 -0.806
C 1.105751 -0.803412 1.561442 -0.351 -0.362 0.636
H 1.257583 -1.623811 -0.385682 -0.762 -0.988 -1.619
O -1.012745 1.552813 -0.523269 2.127 -1.969 0.663
C 1.287328 -0.015245 -1.617018 0.200 -0.885 1.336
H 1.095489 -1.594139 2.315633 0.124 -0.094 -0.497
H -1.685808 0.864051 -0.730320 -0.289 0.264 -0.070
H 1.016986 1.021796 -1.290995 0.074 -1.219 -0.494
H -0.862762 1.092897 1.337291 -0.245 0.385 1.757
H 1.900450 -0.065521 1.675265 -0.123 -0.116 -0.259
H 0.906229 -0.192165 -2.604695 0.299 0.268 -0.688
N 0.427954 -1.177709 -0.866117 3.381 2.345 2.568
H -3.971289 0.742214 0.136038 -0.874 2.118 0.946
```
Positions in Å, forces in eV/Å.

Properties
Orbital gap   3.4834 eV
Charge   0
Molar mass   121.20 g/mol
HOMO energy   -7.4 eV
Energy relative to the best compared isomer or geometry (same formula, charge and spin)   8.413 eV

natural (NBO) atomic charge list, values in e, 5 entries: atom 1 (H): 0.18, atom 2 (H): 0.19, atom 3 (C): -0.26, atom 4 (H): 0.29, atom 5 (C): -0.12

---

[5]
Molecular formula: C4H4LiMgO2Rb
Method: DFT, ωB97M-V/def2-TZVPD

XYZ file:
```
13
Properties=species:S:1:pos:R:3:forces:R:3
H 0.677564 -1.615935 -0.255463 -0.071 0.013 -1.575
H 0.776343 -0.492739 1.733755 -0.068 0.230 -0.138
O -1.538645 1.612168 1.825701 0.219 0.006 0.024
Mg -1.967108 1.280138 -0.128799 0.781 -0.338 0.537
Li 0.447259 0.777705 -2.394006 -0.051 -0.509 0.277
C 0.457671 0.443801 1.238492 -0.310 -0.540 -1.532
C 0.169400 -0.865122 -0.950346 0.560 -1.456 0.120
H 1.369081 1.073049 1.196444 -0.171 -0.233 0.017
Rb 0.389601 -3.754592 -5.226455 -0.008 -0.021 0.087
C -0.166575 0.204499 -0.203814 -0.443 2.451 1.084
C -0.441083 1.150527 2.169328 -0.686 -0.198 0.162
H -0.148033 1.221906 3.230240 -0.054 0.245 -0.268
O -0.025475 -1.035404 -2.235076 0.303 0.351 1.204
```
Positions in Å, forces in eV/Å.

Properties
Orbital gap   6.7260 eV
Charge   +2
Molar mass   200.79 g/mol
HOMO energy   -14.3 eV
Energy relative to the best compared isomer or geometry (same formula, charge and spin)   0.000 eV

natural (NBO) atomic charge list, values in e, 5 entries: atom 1 (H): 0.15, atom 2 (H): 0.27, atom 3 (O): -0.72, atom 4 (Mg): 1.63, atom 5 (Li): 0.91

---

[6]
Molecular formula: C27H62BN16O30
Method: DFT, ωB97M-V/def2-TZVPD

XYZ file:
```
136
Properties=species:S:1:pos:R:3:forces:R:3
N 6.340740 2.971470 -6.278750 -0.140 0.112 -0.170
C 3.090411 -1.917515 3.305974 0.704 0.669 0.066
H -4.750993 2.253436 0.963246 0.097 0.009 -0.079
H 5.180554 0.604117 -4.115123 -0.031 0.059 0.115
H -3.604218 3.579645 1.319247 -0.019 0.073 -0.098
H 5.826407 2.222652 -8.175921 0.048 0.068 0.101
C -2.907794 -0.676104 1.369034 0.182 0.217 -0.248
H -5.653772 0.204866 5.743106 -0.036 0.113 -0.104
H 4.881659 -5.203194 -2.118183 0.032 0.057 -0.127
O -0.698053 -1.831839 -2.792398 0.316 0.461 -0.071
N -8.084417 -4.758821 5.295598 0.075 -0.034 -0.014
O 7.865976 -3.078254 -0.020689 0.201 -0.066 -0.025
H -5.296442 6.011238 -0.976698 -0.070 0.016 0.022
C 2.446650 1.361148 0.419037 -0.598 -0.573 -0.899
H 4.182343 2.642807 1.618396 -0.506 0.000 0.489
C 1.749581 -0.969121 1.514588 1.395 -0.573 1.300
O 1.946603 5.263739 2.889656 0.161 0.503 0.312
H -6.447274 -6.039080 5.106517 0.005 0.126 -0.167
O -3.705489 1.909115 -1.170465 -0.231 0.403 -0.200
O 5.509927 -8.069323 -2.756954 0.274 0.130 -0.035
H 1.431521 -0.249530 -2.075345 0.016 -0.758 0.466
O 3.818224 1.726114 -2.498122 0.302 0.089 0.014
C -6.408386 -0.181463 5.061560 0.157 -0.208 0.008
H -6.114129 7.596051 -1.124589 -0.103 -0.040 -0.069
H -9.449835 -2.578671 6.317277 0.019 0.069 -0.163
C -0.102081 0.663409 0.294822 -0.049 -0.004 -0.327
H 3.502400 1.891636 3.178742 0.368 0.462 -0.753
C -6.223774 6.519440 -1.228252 0.301 -0.093 -0.010
H -2.004977 -0.932749 1.963462 -0.693 0.073 -0.253
B 1.432757 0.054597 0.254888 0.400 0.377 0.421
H -2.951592 0.439457 1.289485 0.194 -0.910 -0.083
H 3.516101 1.038418 0.340986 -0.602 0.452 0.411
H -6.794499 -1.131816 5.411983 0.050 0.029 -0.161
O -7.550598 -3.706270 5.013770 -0.154 -0.085 0.153
C -4.358715 3.209795 0.628419 -0.116 -0.178 0.205
O -9.077333 -4.876539 5.995351 0.127 0.043 -0.090
O -3.212705 4.014562 -1.206970 -0.070 -0.103 -0.078
H -7.211999 0.532259 4.919205 0.166 0.053 -0.030
C 1.875766 -0.676142 -1.148534 1.125 0.591 0.667
H 2.987118 -0.529904 -1.247200 -0.852 -0.145 0.015
H -7.489623 -5.895613 3.653483 0.214 0.110 0.058
O 5.478520 1.618869 -1.113427 -0.022 0.065 -0.212
N -0.793349 7.096255 -1.642076 -0.053 -0.148 0.031
H 8.034106 -5.275967 -1.381050 -0.086 0.004 0.104
H 7.833751 -5.639612 0.364992 -0.075 0.092 -0.095
H -0.487848 0.513582 1.332712 -0.142 0.114 -0.892
C 8.505296 -5.259796 -0.401523 0.122 -0.199 -0.045
C 3.007317 -0.915113 2.266487 -2.990 -2.449 0.335
O 6.289660 4.091333 -6.744223 0.068 -0.119 0.239
N -3.705806 3.024692 -0.693966 -0.058 -0.143 0.170
O -8.389441 6.565075 -0.427017 0.149 -0.129 0.109
H -3.065062 -2.447642 0.154001 0.391 0.952 -0.492
N 0.915311 -2.893843 2.934029 0.901 0.379 0.068
C -2.885046 -2.653875 -2.471094 0.369 -0.402 1.464
O 6.613194 2.695322 -5.123694 0.103 0.314 -0.416
C 0.828263 -1.997577 1.938928 -0.179 0.937 -0.910
C -1.081938 0.175048 -0.823605 -0.429 1.646 1.211
H -0.022678 1.780572 0.167809 -0.172 -0.826 0.056
O 9.271958 1.930082 -8.559508 -0.203 -0.197 0.083
H -3.837970 -0.956512 1.915921 0.796 -0.081 -0.541
H -2.682307 -3.143404 -3.441839 -0.041 0.652 0.514
C 2.518989 7.228662 3.966838 -0.192 0.216 -0.022
C 6.049292 1.832015 -7.187899 -0.048 -0.044 -0.089
H -3.017164 -3.473839 -1.714784 -0.192 0.588 -0.697
H 2.243693 -3.570421 4.457625 -0.324 0.420 -0.552
H -3.656373 -0.887225 -0.645584 0.555 -0.594 0.321
O -1.780939 7.029264 -0.936127 0.172 0.231 -0.129
O -7.248816 -4.065949 1.169667 0.104 -0.199 0.123
H 2.270648 2.036107 -0.468269 0.277 -0.214 0.780
O -0.210689 8.119824 -1.947600 -0.158 -0.066 0.091
C -7.468187 -5.988016 4.736429 -0.160 -0.373 -0.012
N 5.814306 -6.903948 -2.907016 -0.221 -0.019 -0.013
H 3.298263 7.859317 3.545827 0.041 -0.068 0.116
N 4.951408 1.414555 -2.188946 -0.171 0.002 -0.044
H 1.542730 7.516217 3.588474 0.059 -0.109 -0.018
H -0.696051 0.428936 -1.839980 -0.069 -0.692 0.823
H 10.898949 -0.379166 -7.550165 -0.118 -0.018 0.101
N 2.799928 5.828867 3.547566 -0.276 0.015 -0.146
H 2.535735 7.254500 5.053704 0.131 -0.001 -0.057
H 6.049361 -0.251051 -2.805896 -0.004 0.083 0.084
H -0.861621 4.999556 -1.829440 -0.019 0.117 0.026
C 3.307241 2.571159 2.301783 -1.046 0.065 0.949
O 2.137808 2.060784 1.646693 1.297 0.128 -0.462
O 6.952039 -6.483786 -3.038748 -0.116 -0.178 0.026
H -4.128112 -4.355697 0.596523 -0.119 -0.021 0.086
H 4.751829 -5.398089 -3.896801 0.089 0.079 0.112
H -2.016421 0.796367 -0.716853 0.835 -0.721 -0.289
H -0.109158 -2.054565 1.337738 0.704 -0.023 0.516
H -10.146698 -1.689667 4.924321 0.171 -0.039 0.057
H -6.551594 6.251468 -2.229680 -0.066 0.111 0.052
N 8.807117 -3.841122 -0.071272 0.073 -0.003 0.060
H -5.066310 -2.833717 0.513907 -0.158 -0.084 -0.029
H -5.161113 3.931957 0.496786 0.137 0.040 0.054
O -5.265088 0.589452 3.206965 -0.191 -0.140 -0.004
C 4.713728 -5.901953 -2.934460 -0.265 0.024 0.046
O 9.972913 -3.545602 0.123775 -0.190 0.059 -0.030
H 3.768984 -6.419955 -2.808174 0.102 -0.001 0.019
H -3.801856 -2.024119 -2.467310 0.621 -0.475 -0.144
O 3.864679 5.359961 3.898094 -0.135 0.160 0.021
H -0.271075 5.886012 -3.266818 0.110 0.093 0.058
O 2.240929 -3.754980 -2.319585 0.502 -0.041 0.119
N -1.525279 -1.243144 -0.707941 -1.581 -0.530 -2.026
H -8.040889 -6.850734 5.063605 -0.048 0.154 0.088
O -6.972984 5.277628 0.578916 -0.262 0.141 -0.065
H 11.288252 1.360201 -7.392680 -0.131 0.002 -0.044
C -2.838872 -1.370472 -0.040877 -0.519 0.747 1.656
H 10.331748 0.544376 -6.119428 -0.043 -0.121 -0.068
N -6.108927 -4.466108 1.296893 0.091 0.088 -0.020
H -5.401703 -4.162835 -0.646052 -0.074 0.110 0.047
O 8.366328 0.136564 -7.761008 0.551 -0.138 -0.196
C 10.557565 0.585473 -7.182509 0.243 0.083 0.076
O 1.707016 -2.148999 -1.068782 0.526 0.819 -1.383
H 5.192583 1.298502 -6.780839 0.096 -0.001 0.080
C -1.608370 -1.857337 -2.001665 -0.079 -0.516 -0.161
H 3.020486 3.559055 2.743367 0.700 -1.248 -0.734
H 6.937069 1.194640 -7.212619 -0.602 0.249 0.112
O -10.721955 -0.084374 7.395460 0.296 0.064 -0.082
C 2.066600 -2.854809 3.632956 0.904 1.318 -0.940
N 2.569568 -2.658073 -1.981449 -1.026 -0.683 0.163
H 3.810407 -0.197622 2.043578 -0.483 -0.516 0.255
C -0.244782 5.821431 -2.181814 -0.082 -0.343 0.081
C -5.091638 -3.911241 0.365503 0.171 -0.019 0.010
N 9.295139 0.915132 -7.896072 0.231 0.046 -0.063
C 5.772572 0.719474 -3.213403 0.021 -0.365 -0.003
O -5.750870 -1.516921 3.285197 -0.006 0.214 -0.112
H 0.775148 5.722381 -1.817842 -0.013 0.078 -0.099
H -11.189771 -2.172919 6.295176 0.052 0.119 0.048
O -8.788270 -0.088314 6.419899 -0.484 0.088 0.367
N -7.285218 6.083364 -0.277795 0.088 0.024 -0.066
H 6.646615 1.330536 -3.402441 -0.018 -0.100 0.149
H 9.434824 -5.820507 -0.412067 -0.019 0.119 0.024
N -9.881268 -0.566960 6.664243 -0.204 -0.057 -0.036
C -10.194753 -1.856452 5.998011 -0.247 -0.147 0.052
N -5.753113 -0.388967 3.739981 0.038 -0.029 0.176
O -5.735175 -5.279300 2.122073 -0.216 0.054 -0.102
H 4.016642 -1.940293 3.925626 -0.715 -0.070 -0.434
```
Positions in Å, forces in eV/Å.

Properties
Orbital gap   5.5578 eV
Charge   -1
Molar mass   1101.69 g/mol
HOMO energy   -4.8 eV

Mulliken atomic charge list, values in e, 5 entries: atom 1 (N): 0.95, atom 2 (C): -0.68, atom 3 (H): 0.22, atom 4 (H): 0.19, atom 5 (H): 0.33